1.
The following is a DFT calculation (ωB97M-V/def2-TZVPD) of a 10-piece molecular cluster, C27H74O10 overall in a non-equilibrium geometry.

Element x y z (Å)
C: -3.03123 2.19053 -8.73455
C: -3.13561 2.95146 -7.41398
O: -2.68767 2.21290 -6.28814
C: -3.47970 1.16594 -5.80145
C: -2.62474 0.35765 -4.82879
H: -2.00354 1.98830 -9.03631
H: -3.56023 1.24272 -8.63496
H: -3.46032 2.61346 -9.64291
H: -2.47056 3.78564 -7.63753
H: -4.13380 3.32643 -7.18787
H: -4.39809 1.59177 -5.39732
H: -3.74628 0.51983 -6.63785
H: -2.31835 1.01125 -4.01207
H: -1.63923 0.05627 -5.18382
H: -3.11211 -0.53509 -4.43689
C: 2.80928 -0.48503 6.81370
C: 2.50791 -0.40447 5.32370
O: 1.06135 -0.57014 5.16408
C: 0.60996 -0.73582 3.83337
C: -0.75668 -1.34195 3.66828
H: 3.78422 -0.05312 7.03964
H: 2.20836 0.07527 7.52997
H: 2.86009 -1.52660 7.13094
H: 2.91828 0.42293 4.74481
H: 2.98389 -1.26652 4.85637
H: 0.60281 0.27353 3.42195
H: 1.30072 -1.37109 3.27896
H: -0.71792 -2.38901 3.96871
H: -1.13418 -1.31751 2.64602
H: -1.58613 -0.98577 4.27922
C: 4.45305 3.05679 6.95117
C: 4.60865 3.65406 5.55330
O: 4.48585 2.62540 4.58398
C: 4.51393 3.11208 3.21419
C: 4.14399 1.98372 2.21963
H: 4.53574 3.77446 7.76738
H: 3.46038 2.60683 6.96684
H: 5.19783 2.27010 7.07164
H: 3.88736 4.43730 5.32012
H: 5.60084 4.09647 5.46416
H: 3.95628 4.03190 3.03794
H: 5.52839 3.41442 2.95430
H: 4.79820 1.13252 2.40822
H: 4.12768 2.42661 1.22379
H: 3.11060 1.67460 2.37656
C: -2.72647 -4.07879 2.53603
C: -3.96965 -3.64051 1.73348
C: -3.95088 -2.13863 1.48104
O: -3.95314 -4.22594 0.46517
H: -2.71993 -3.81810 3.59437
H: -1.83434 -3.63691 2.09224
H: -2.60647 -5.14452 2.34132
H: -4.83630 -4.04165 2.25897
H: -3.13178 -1.72073 0.89579
H: -3.85725 -1.70686 2.47747
H: -4.92574 -1.83163 1.10223
H: -4.78631 -4.01186 0.03903
C: 0.98537 3.87566 1.03631
C: -0.12799 3.58824 2.04658
O: -0.24435 2.28602 2.37133
H: 0.91505 3.29376 0.11731
H: 1.95974 3.76173 1.51142
H: 0.93623 4.92523 0.74633
H: -1.10629 3.91762 1.69654
H: 0.02381 4.03583 3.02879
H: -0.97391 2.26082 2.99477
C: 2.86114 -4.11898 -1.75270
C: 2.67328 -3.27446 -3.06727
O: 3.50854 -3.66829 -4.07385
H: 3.73227 -3.69536 -1.25291
H: 2.99254 -5.18996 -1.90713
H: 2.04735 -4.00643 -1.03633
H: 2.86325 -2.21113 -2.92120
H: 1.62698 -3.40456 -3.34378
H: 3.46791 -2.94282 -4.70126
C: -1.40019 -3.55972 -1.41768
C: -1.01781 -5.09496 -1.50282
O: -2.24103 -5.77178 -1.35557
H: -0.60535 -2.83660 -1.60049
H: -1.83168 -3.11523 -0.52082
H: -2.09550 -3.33369 -2.22611
H: -0.27262 -5.27931 -0.72899
H: -0.69108 -5.40439 -2.49560
H: -2.71242 -5.40341 -0.60478
C: -0.31004 -0.04392 -1.57028
C: -0.41591 -0.19170 -0.05641
O: 0.82038 0.14176 0.49611
H: -0.33342 0.98462 -1.93037
H: -1.21889 -0.56512 -1.87102
H: 0.61003 -0.55686 -1.85042
H: -0.68191 -1.21635 0.20327
H: -1.18580 0.41931 0.41478
H: 0.69613 0.81137 1.17272
C: -5.49596 1.15324 -2.55682
C: -4.22880 1.14228 -1.65428
O: -4.56004 1.80953 -0.44115
H: -5.55675 0.45076 -3.38804
H: -5.58590 2.15374 -2.97994
H: -6.39322 0.99675 -1.95804
H: -3.38722 1.66740 -2.10605
H: -3.97710 0.09440 -1.49091
H: -3.91455 2.43403 -0.10212
C: 3.76133 0.51030 -1.57210
C: 3.68098 1.60962 -2.61498
O: 2.81874 2.59842 -2.08813
H: 4.17570 0.74927 -0.59267
H: 4.47144 -0.17775 -2.03081
H: 2.82869 -0.05308 -1.54230
H: 3.29029 1.23814 -3.56233
H: 4.66058 2.03152 -2.83967
H: 3.39695 3.06964 -1.48378

Output
Expectation value of S²   0.75
E_HOMO (alpha / beta)   -10.995 / -10.995 eV
Net charge   +1
2S+1   2
LUMO (alpha / beta)   -2.57 / -8.56 eV
Frontier orbital gap (alpha / beta)   8.4 / 2.4 eV

---

2.
The following is a DFT calculation (ωB97M-V/def2-TZVPD) of a 12-piece molecular cluster, C27H78Cl6O30P6 overall in a non-equilibrium geometry.

Element x y z (Å)
C: -4.94950 1.14557 -2.64826
O: -4.61512 0.88008 -1.35213
P: -5.71191 0.38952 -0.36066
O: -6.83895 1.24367 -0.19971
O: -6.04967 -1.05234 -0.85805
C: -6.69685 -2.02087 -0.08452
O: -4.78898 0.19126 0.87957
C: -5.36484 -0.04720 2.17202
H: -4.88808 2.23059 -2.80758
H: -5.93343 0.80771 -2.95144
H: -4.21063 0.77466 -3.36390
H: -7.63126 -1.61786 0.32619
H: -6.06621 -2.30141 0.76005
H: -6.93925 -2.85897 -0.71818
H: -4.72359 -0.78611 2.63903
H: -6.39629 -0.38966 2.13827
H: -5.31454 0.86673 2.76007
C: 0.13245 2.01877 0.97554
O: 0.13687 0.57245 0.79643
P: 0.23821 -0.01624 -0.61109
O: 1.09583 0.66899 -1.54067
O: -1.23137 -0.12308 -1.06503
C: -1.60332 0.08210 -2.43442
O: 0.59082 -1.48428 -0.30589
C: 1.94610 -1.84690 -0.12052
H: 1.05248 2.35238 1.44485
H: -0.72496 2.27197 1.61286
H: 0.02260 2.57432 0.04192
H: -1.75171 1.11840 -2.72769
H: -2.53449 -0.46293 -2.60446
H: -0.86278 -0.39810 -3.08218
H: 2.64959 -1.10804 -0.50517
H: 2.13169 -2.77150 -0.66963
H: 2.11245 -2.04595 0.93263
C: -2.05260 -0.59532 4.00607
O: -2.73475 -1.81451 3.86528
P: -2.35751 -2.70938 2.68786
O: -3.14686 -3.88900 2.52105
O: -0.82373 -2.95717 2.94721
C: -0.15120 -3.91493 2.09757
O: -2.27861 -1.71727 1.47954
C: -2.69324 -2.09244 0.12963
H: -1.68271 -0.57425 5.02163
H: -2.72220 0.24153 3.81051
H: -1.24411 -0.50269 3.28156
H: 0.04793 -3.50766 1.10170
H: -0.77350 -4.81236 1.96814
H: 0.76882 -4.22106 2.58702
H: -3.52959 -2.78304 0.12263
H: -1.82621 -2.46986 -0.41774
H: -2.94630 -1.15267 -0.35426
C: 4.73501 -5.55626 -2.65106
O: 4.48923 -4.14367 -2.60352
P: 4.98992 -3.31571 -3.81900
O: 6.27879 -3.65763 -4.31162
O: 3.87326 -3.48539 -4.92254
C: 2.53903 -3.12032 -4.62640
O: 4.79914 -1.87231 -3.25350
C: 5.31472 -0.74837 -4.06792
H: 5.77541 -5.73438 -2.91828
H: 4.09523 -6.02054 -3.41040
H: 4.47528 -5.96906 -1.68855
H: 1.89494 -3.80352 -5.17185
H: 2.35123 -2.09124 -4.92667
H: 2.32904 -3.22273 -3.56360
H: 6.07312 -0.24210 -3.49512
H: 4.47753 -0.13697 -4.36487
H: 5.82113 -1.10651 -4.97421
C: -2.22173 5.71370 3.46752
O: -3.25931 5.04659 2.69651
P: -2.95062 3.62116 2.12573
O: -2.07783 2.83850 2.95424
O: -4.35587 2.98207 1.92800
C: -5.46103 3.78899 1.35769
O: -2.42264 3.96365 0.70814
C: -2.38141 2.94732 -0.27252
H: -2.23246 6.76439 3.17693
H: -1.22830 5.31548 3.27403
H: -2.42291 5.62848 4.53249
H: -5.43363 3.62080 0.28030
H: -5.39706 4.84320 1.60858
H: -6.38171 3.37236 1.75280
H: -3.30523 2.99246 -0.85203
H: -2.31937 1.94927 0.16533
H: -1.55079 3.12152 -0.94959
C: 4.52756 -3.31876 1.94473
O: 3.43644 -2.66656 2.58416
P: 3.47942 -1.14573 2.92174
O: 3.30780 -0.25126 1.81294
O: 2.40795 -1.03572 4.01179
C: 1.07593 -1.32933 3.61961
O: 4.80883 -0.97613 3.71418
C: 5.21088 0.30202 4.24089
H: 4.38547 -3.51646 0.88391
H: 4.65007 -4.27687 2.45908
H: 5.48881 -2.82410 2.10198
H: 0.86947 -1.04054 2.57175
H: 0.34853 -0.78036 4.20608
H: 0.91544 -2.40653 3.67570
H: 5.71756 0.12495 5.18835
H: 4.38084 0.98754 4.41506
H: 5.91777 0.80159 3.57426
Cl: -1.77508 3.62556 -3.05232
C: -2.23344 5.19964 -2.41918
Cl: -3.95084 5.30327 -2.23888
H: -1.77588 5.33153 -1.45215
H: -1.88512 5.95656 -3.10034
Cl: 1.99518 4.90111 4.65262
C: 2.95793 3.96672 3.49613
Cl: 4.41374 4.83244 2.99770
H: 3.25552 3.06864 4.01153
H: 2.34336 3.73961 2.64126
Cl: 4.83311 -6.72558 0.88055
C: 3.13765 -6.61541 1.37387
Cl: 2.11082 -6.05875 0.05596
H: 2.79338 -7.54884 1.78463
H: 3.08291 -5.84515 2.13137
O: 2.08524 4.11451 0.29367
C: 1.96871 4.73625 -0.94467
C: 1.60853 3.72359 -2.01137
O: 2.69926 2.84426 -2.13358
H: 2.89517 3.49241 0.29801
H: 1.20237 5.51850 -0.90786
H: 2.93224 5.20094 -1.22140
H: 1.43961 4.17991 -2.99181
H: 0.75071 3.12916 -1.69115
H: 2.31792 1.93727 -1.99604
O: -3.71730 -1.84409 -4.35618
C: -5.12927 -2.13563 -4.28215
C: -5.42107 -3.31860 -3.43345
O: -4.87568 -4.46314 -3.97082
H: -3.63293 -1.05416 -4.89954
H: -5.63735 -1.25910 -3.86629
H: -5.49797 -2.38648 -5.28515
H: -6.50850 -3.40745 -3.39391
H: -5.09829 -3.20368 -2.39036
H: -3.92953 -4.27452 -4.07203
O: 5.79569 3.18583 -1.44922
C: 6.06268 3.13678 -0.08832
C: 5.47422 1.94346 0.55027
O: 4.09451 2.22592 0.83944
H: 4.83477 3.27188 -1.59902
H: 7.15095 3.08395 -0.00549
H: 5.70986 4.02412 0.44993
H: 6.00561 1.72145 1.48917
H: 5.51270 1.07515 -0.11251
H: 3.63008 1.35355 0.98421

Output
E_HOMO   -9.435 eV
LUMO   0.08 eV
Frontier orbital gap   9.5 eV

---

3.
The following is a DFT calculation (ωB97M-V/def2-TZVPD) of a 9-piece molecular cluster, C27H78N12O9 overall in a non-equilibrium geometry.

Element x y z (Å)
C: -2.30118 1.01983 6.61939
O: -2.36029 0.55596 5.30525
C: -2.78694 1.43374 4.28241
C: -2.46465 0.88169 2.89912
C: -2.76790 -0.59423 2.77181
N: -1.12293 1.24512 2.48515
H: -1.56027 1.81169 6.79753
H: -2.01600 0.16028 7.22147
H: -3.24315 1.46501 6.96022
H: -3.85400 1.66487 4.40050
H: -2.25042 2.38267 4.41280
H: -3.12778 1.45840 2.24601
H: -2.75198 -0.91387 1.72880
H: -3.69429 -0.88323 3.26953
H: -2.03476 -1.23153 3.27896
H: -0.46015 0.91080 3.17762
H: -1.05054 2.25832 2.47492
C: -3.63930 -0.72294 -0.37858
O: -2.36997 -0.54750 -1.00231
C: -2.17612 -1.51807 -2.01558
C: -0.73880 -1.53128 -2.55641
C: -0.23691 -0.14991 -3.02890
N: -0.77135 -2.38287 -3.74268
H: -4.37619 -1.30465 -0.93750
H: -4.07803 0.24295 -0.13738
H: -3.40846 -1.33256 0.50021
H: -2.41916 -2.49536 -1.58548
H: -2.81220 -1.38320 -2.90026
H: -0.11334 -1.86259 -1.72739
H: 0.84636 -0.19831 -2.93332
H: -0.67818 0.66878 -2.44443
H: -0.54779 0.13178 -4.03552
H: -1.27341 -1.89024 -4.47291
H: 0.12071 -2.52514 -4.20426
C: -2.59032 3.29490 -1.08021
O: -2.88386 4.43968 -1.85185
C: -1.92152 4.77447 -2.81970
C: -2.33958 5.94222 -3.65433
C: -3.71172 5.74009 -4.29438
N: -1.27344 6.40000 -4.54056
H: -2.99118 2.39073 -1.54695
H: -3.00314 3.52125 -0.09977
H: -1.53167 3.06450 -0.91062
H: -0.94071 4.90515 -2.33745
H: -1.85105 3.87039 -3.45334
H: -2.63022 6.73350 -2.93956
H: -4.47751 5.68154 -3.52892
H: -3.72368 4.83116 -4.90925
H: -3.89332 6.50987 -5.04819
H: -1.53925 7.31068 -4.90334
H: -0.48720 6.62693 -3.93552
C: -0.34480 -5.00702 2.12346
O: -1.52711 -5.59837 1.61909
C: -2.46393 -4.65016 1.13175
C: -3.73953 -5.40922 0.79618
C: -3.47963 -6.62977 -0.12583
N: -4.64651 -4.50886 0.03393
H: -0.53048 -3.98059 2.44847
H: 0.42976 -4.92365 1.34976
H: 0.13348 -5.62970 2.87741
H: -2.73278 -3.96093 1.94171
H: -2.09267 -4.17247 0.22011
H: -4.30989 -5.69765 1.68638
H: -4.39590 -7.05564 -0.53094
H: -2.90890 -7.43007 0.33987
H: -2.87048 -6.18236 -0.91420
H: -5.51781 -5.03903 0.08348
H: -4.89194 -3.75760 0.68455
C: 0.49346 -0.33980 5.72810
O: 1.66801 -1.14590 5.44915
C: 1.64421 -1.72948 4.13023
C: 3.07606 -2.15679 3.81011
C: 4.11084 -1.07061 3.62965
N: 3.03125 -2.96467 2.56264
H: 0.76021 0.19496 6.63360
H: -0.38070 -0.98820 5.65789
H: 0.34348 0.38664 4.92415
H: 1.00185 -2.61773 4.19171
H: 1.22896 -1.10485 3.33312
H: 3.53634 -2.74605 4.61379
H: 4.31428 -0.67432 4.62888
H: 3.84713 -0.22167 2.99199
H: 5.06503 -1.44270 3.25783
H: 2.69924 -3.91320 2.65363
H: 3.93661 -2.88812 2.05367
C: 1.42617 3.47021 -4.72807
O: 2.73394 2.90544 -4.67677
C: 2.87556 1.97503 -3.63170
C: 4.15698 1.18353 -3.80551
C: 4.38890 0.69737 -5.22296
N: 4.17480 -0.02557 -2.94011
H: 1.48772 4.32528 -5.39542
H: 1.01593 3.76818 -3.76082
H: 0.79254 2.69664 -5.17122
H: 2.95588 2.51295 -2.67625
H: 2.02182 1.29165 -3.64059
H: 5.04147 1.75005 -3.49342
H: 3.57931 0.05202 -5.57558
H: 5.35598 0.20326 -5.28383
H: 4.29734 1.51502 -5.94408
H: 3.66285 0.06884 -2.06671
H: 5.13288 -0.21651 -2.67683
N: 4.28939 -2.44923 -1.02182
C: 5.33816 -2.91499 -0.29728
N: 6.36366 -3.36642 -1.06654
O: 5.30823 -2.94169 0.93811
H: 4.03791 -2.85677 -1.90017
H: 3.73472 -1.72716 -0.59118
H: 6.42341 -3.17621 -2.05065
H: 7.27989 -3.60815 -0.72822
N: 0.30754 0.28310 0.14202
C: 1.24430 -0.64714 0.08722
N: 1.04501 -1.59364 1.06287
O: 2.33362 -0.53384 -0.47187
H: 0.42165 0.99877 -0.56384
H: -0.50203 0.39447 0.69103
H: 0.18779 -1.55126 1.57981
H: 1.76214 -2.28559 1.25054
N: 1.56209 5.33432 0.41178
C: 0.92428 4.32494 1.05531
N: 1.53444 3.11621 1.02149
O: -0.14908 4.49480 1.64004
H: 2.47294 5.20107 0.00894
H: 1.28426 6.29113 0.51307
H: 1.12454 2.35132 1.53350
H: 2.39266 2.88272 0.55546

Output
E_HOMO   -8.617 eV
LUMO   0.41 eV
Frontier orbital gap   9.0 eV